[1]
ORCA calculation (the ωB97M-V functional and the def2-TZVPD basis) on a single C9H8N2O2 molecule in a non-equilibrium geometry.

Structure (ORCA input):
```
! wB97M-V def2-TZVPD RIJCOSX def2/J DEFGRID3
* xyz 0 1
C 1.266 -1.334 -0.678
C 1.792 -0.384 -0.071
C 1.810 0.706 0.753
H 2.903 2.517 3.132
C 2.381 2.104 2.247
C -1.758 0.903 0.128
H -3.778 0.859 -0.674
H -3.168 -0.729 0.225
N 0.720 1.588 0.845
H 0.658 3.462 2.067
H 0.522 -1.897 -2.709
O -2.435 -0.332 -1.640
H -0.816 -3.130 -0.514
C -0.594 1.375 0.336
C 0.707 -2.345 -1.642
O -0.719 -2.605 -1.315
N 2.848 1.016 1.550
H 1.239 -3.339 -1.859
C 1.106 2.461 1.826
C -2.868 0.203 -0.455
H -1.814 -1.100 -1.551
*
```

ΔE to the lowest compared entry with this formula, charge and spin in kcal per mole: 164.9
SMILES string: OCC#Cc1nccn1C#CCO

These are the natural (NBO) partial charges, in e, on atoms 1 to 6:
1. C 0.01
2. C -0.02
3. C 0.24
4. H 0.22
5. C -0.09
6. C 0.00



[2]
ORCA calculation (the ωB97M-V functional and the def2-TZVPD basis) on 2 unconnected molecules or ions with the total composition C9H8N2O2 in a non-equilibrium geometry.

Structure (ORCA input):
```
! wB97M-V def2-TZVPD RIJCOSX def2/J DEFGRID3
* xyz 0 1
O -1.983 -0.025 -3.781
C 1.137 -1.596 1.667
O -3.398 -1.285 -2.550
H 2.678 -2.812 2.326
H -2.039 1.896 -3.303
C 3.003 0.434 1.781
C 0.839 -0.339 1.181
H 1.298 1.741 1.101
C -3.249 0.947 -2.128
C -1.318 -0.019 -0.176
H -2.641 2.897 -1.883
H 0.542 -2.456 1.423
C -0.354 0.028 0.554
C 2.362 -1.843 2.196
C 1.739 0.729 1.261
N -2.887 -0.198 -2.922
N -2.803 2.094 -2.553
H 4.237 -1.194 2.723
C 3.321 -0.914 2.246
H -4.086 0.726 -1.422
H 3.602 1.189 2.259
*
```

ΔE to the lowest compared entry with this formula, charge and spin in kcal per mole: 250.2

These are the natural (NBO) partial charges, in e, on atoms 1 to 6:
1. O -0.41
2. C -0.18
3. O -0.33
4. H 0.20
5. H 0.45
6. C -0.21



[3]
ORCA calculation (the ωB97M-V functional and the def2-TZVPD basis) on a gas-phase ion, C9H8NO2 (charge +1) in a non-equilibrium geometry.

Structure (ORCA input):
```
! wB97M-V def2-TZVPD RIJCOSX def2/J DEFGRID3
* xyz 1 1
C 1.646 1.441 -0.474
C -1.137 1.138 -0.290
H -1.332 3.008 -1.375
C 1.685 -0.958 0.506
H -0.575 -3.317 1.864
H -2.443 -3.493 1.504
C 1.071 0.246 -0.067
O 1.409 3.557 -1.321
O -1.576 -1.891 0.730
C -0.463 -1.255 0.529
H 2.714 1.809 -0.672
C -0.666 2.253 -0.859
H 0.838 4.312 -1.481
C -1.426 -3.278 1.139
H -1.359 -4.023 0.333
C 0.731 2.468 -1.018
C -0.324 0.078 0.081
H 2.631 -1.296 0.293
N 0.784 -1.803 0.857
H -2.209 1.004 -0.280
*
```

ΔE to the lowest compared entry with this formula, charge and spin in kcal per mole: 0.0

These are the natural (NBO) partial charges, in e, on atoms 1 to 6:
1. C -0.18
2. C -0.04
3. H 0.25
4. C 0.26
5. H 0.24
6. H 0.23



[4]
ORCA calculation (the ωB97M-V functional and the def2-TZVPD basis) on a single C9H8O3S molecule in a non-equilibrium geometry.

Structure (ORCA input):
```
! wB97M-V def2-TZVPD RIJCOSX def2/J DEFGRID3
* xyz 0 1
C 3.010 -0.262 1.612
C 2.125 0.058 0.521
H 4.589 0.892 0.864
C -1.690 1.008 -0.008
H -0.766 -1.932 -1.393
C -3.091 0.483 -1.883
H -3.928 0.730 -2.519
H 4.921 0.053 2.467
C -2.378 -0.685 -2.107
O 0.398 -2.124 0.842
O 2.294 0.615 -0.515
H -3.315 2.233 -0.666
O -0.113 -0.159 2.243
C -1.001 -0.165 -0.240
S 0.248 -0.690 0.948
C -2.748 1.331 -0.840
H -1.413 1.625 0.833
H -2.659 -1.342 -2.916
H 2.597 -0.902 2.376
C 4.240 0.249 1.657
C -1.319 -1.016 -1.277
*
```

ΔE to the lowest compared entry with this formula, charge and spin in kcal per mole: 23.9
SMILES string: C=CC(=O)S(=O)(=O)c1ccccc1

These are the natural (NBO) partial charges, in e, on atoms 1 to 6:
1. C -0.36
2. C 0.44
3. H 0.21
4. C -0.21
5. H 0.25
6. C -0.18



[5]
ORCA calculation (the ωB97M-V functional and the def2-TZVPD basis) on a single C9H8O5 molecule.

Structure (ORCA input):
```
! wB97M-V def2-TZVPD RIJCOSX def2/J DEFGRID3
* xyz 0 1
O 3.260 1.013 -0.698
H 3.943 0.341 -0.578
H 3.446 -2.031 -0.349
O 2.568 -1.939 -0.745
H 0.064 3.353 1.005
C 2.276 0.852 0.220
H -1.659 -0.808 -1.584
H -2.800 -0.166 1.191
C -2.919 -0.377 0.128
C -1.556 -0.611 -0.508
C 1.716 -1.355 0.143
O 2.304 -0.354 0.931
C 0.466 -1.719 0.277
O -0.641 0.490 -0.341
C -0.928 1.783 -0.196
O -1.968 2.331 -0.448
H -1.437 -2.472 0.742
H -3.532 -1.268 0.008
H -3.421 0.466 -0.339
C 1.392 1.789 0.477
C 0.261 2.443 0.461
C -0.833 -1.759 0.202
*
```

ΔE to the lowest compared entry with this formula, charge and spin in kcal per mole: 68.0
SMILES string: C[C@@H]1C=C=C(O)OC(O)=C=CC(=O)O1

These are the natural (NBO) partial charges, in e, on atoms 1 to 6:
1. O -0.66
2. H 0.49
3. H 0.48
4. O -0.68
5. H 0.23
6. C 0.53



[6]
ORCA calculation (the ωB97M-V functional and the def2-TZVPD basis) on a single C9H8OS molecule in a non-equilibrium geometry.

Structure (ORCA input):
```
! wB97M-V def2-TZVPD RIJCOSX def2/J DEFGRID3
* xyz 0 1
C 1.222 0.493 1.180
C -1.163 -0.863 -1.455
C -1.309 2.023 -1.305
H 1.474 1.430 1.565
C 1.628 -0.660 1.881
C 0.082 -1.921 0.310
H -0.380 -2.848 0.066
C 1.130 -1.902 1.324
H 0.692 2.458 -0.738
O -1.608 3.174 -1.647
C 0.292 0.510 0.184
H -1.914 -1.679 -1.460
H -0.548 2.381 0.584
S -2.212 0.614 -1.865
C -0.150 1.855 -0.307
C -0.261 -0.704 -0.292
H 2.434 -0.474 2.660
H -0.697 -0.963 -2.448
H 1.288 -2.924 1.763
*
```

ΔE to the lowest compared entry with this formula, charge and spin in kcal per mole: 21.3
SMILES string: O=C1Cc2ccccc2CS1

These are the natural (NBO) partial charges, in e, on atoms 1 to 6:
1. C -0.19
2. C -0.52
3. C 0.40
4. H 0.20
5. C -0.21
6. C -0.19